[1]
C32H40BF6MgN4O9PS2Se as an isolated structure. Source: the Open Molecules 2025 dataset; level of theory: the ωB97M-V functional and the def2-TZVPD basis.

Each line ends with the Löwdin charge.
Positions of all 97 atoms, in Å:
1 Mg 1.16815 -1.08457 0.20519  0.548
2 F 0.99266 -3.56048 4.56197  0.133
3 C 2.17611 -3.47641 3.94777  -0.673
4 F 2.29329 -4.47728 3.09633  0.163
5 F 3.13379 -3.56850 4.87134  0.133
6 S 2.26861 -1.82340 3.11334  0.626
7 O 0.95232 -1.58849 2.55519  -0.323
8 O 2.73561 -0.91562 4.12419  -0.275
9 N 3.35489 -2.15427 1.97266  -0.271
10 S 3.98227 -0.83162 1.33150  0.598
11 O 4.78033 -1.09116 0.18361  -0.263
12 O 2.91346 0.15516 1.26267  -0.344
13 C 5.22839 -0.25050 2.62053  -0.660
14 F 4.80884 0.84841 3.24081  0.132
15 F 6.37784 0.04282 2.00305  0.121
16 F 5.48145 -1.19616 3.51455  0.135
17 C 1.82390 5.24184 -2.32401  -0.089
18 C 0.73774 4.49487 -1.57608  -0.324
19 O 1.11085 4.27372 -0.21071  -0.315
20 P 1.72956 2.76283 0.08924  0.930
21 O 3.32401 3.00831 -0.13899  -0.304
22 C 4.25524 3.44421 0.84849  -0.297
23 C 4.23607 4.95153 1.01552  -0.083
24 O 1.68963 2.84640 1.71973  -0.312
25 C 0.67494 2.04994 2.35961  -0.299
26 C -0.45512 2.92554 2.85452  -0.073
27 H 1.50962 5.44096 -3.35184  0.069
28 H 2.74185 4.65360 -2.35489  0.069
29 H 2.04447 6.19338 -1.83464  0.068
30 H 0.52052 3.53991 -2.06859  0.083
31 H -0.19016 5.07085 -1.55891  0.108
32 H 5.23214 3.10183 0.50130  0.116
33 H 4.03955 2.94837 1.79499  0.093
34 H 4.47897 5.45003 0.07472  0.070
35 H 4.96804 5.25585 1.76932  0.068
36 H 3.24849 5.28784 1.33281  0.069
37 H 1.16554 1.51827 3.17619  0.114
38 H 0.28815 1.29701 1.66510  0.065
39 H -0.09780 3.64367 3.59609  0.069
40 H -1.23220 2.30699 3.30920  0.076
41 H -0.89677 3.48097 2.02547  0.072
42 Se 2.71295 -1.73545 -2.27381  1.156
43 N 1.75820 -0.32632 -1.67430  -0.304
44 C 0.80260 -0.09439 -2.65515  -0.386
45 C -0.20531 0.85831 -2.56648  -0.096
46 C -1.13710 1.00851 -3.60132  -0.146
47 C -1.05980 0.19667 -4.72191  -0.163
48 C -0.06518 -0.78045 -4.81775  -0.082
49 C 0.87480 -0.94643 -3.80422  -0.412
50 N 1.92215 -1.84760 -3.84552  -0.265
51 H -0.27820 1.46447 -1.67177  0.061
52 H -1.92007 1.75426 -3.51301  0.078
53 H -1.77590 0.31218 -5.52969  0.071
54 H -0.01156 -1.43361 -5.68256  0.085
55 C -7.71616 0.90398 1.16685  -0.058
56 C -6.79999 1.56786 0.12886  -0.566
57 C -7.56265 1.70542 -1.19610  -0.063
58 C -6.46058 2.97577 0.62146  -0.080
59 C -5.54651 0.70834 -0.06384  -0.191
60 C -5.65948 -0.54984 -0.65864  -0.058
61 C -4.56326 -1.39471 -0.84160  0.016
62 C -3.33555 -0.94521 -0.40856  -0.229
63 O -2.12699 -1.55243 -0.45877  0.095
64 B -1.15415 -0.65988 0.10698  -0.326
65 O -1.91238 0.50128 0.52879  0.066
66 C -3.20797 0.29911 0.19028  -0.220
67 C -4.28674 1.13917 0.37284  0.057
68 H -8.60900 1.51390 1.34234  0.076
69 H -7.19097 0.77711 2.11594  0.087
70 H -8.03536 -0.08383 0.82892  0.075
71 H -8.41990 2.37500 -1.07181  0.075
72 H -7.93813 0.74372 -1.54746  0.069
73 H -6.91437 2.11370 -1.97402  0.091
74 H -7.37598 3.56999 0.68873  0.076
75 H -5.77396 3.48304 -0.05942  0.088
76 H -6.00208 2.95760 1.61223  0.080
77 H -6.63132 -0.89617 -0.99173  0.095
78 H -4.66643 -2.36201 -1.31637  0.114
79 H -4.13107 2.10483 0.83435  0.109
80 C 4.38611 -4.29395 -2.00801  -0.108
81 C 3.29698 -4.86685 -1.13960  -0.221
82 C 3.44896 -6.19184 -0.73720  -0.102
83 C 2.53412 -6.84381 0.07036  -0.140
84 C 1.41073 -6.13141 0.46986  -0.103
85 C 1.21209 -4.81449 0.09554  -0.230
86 C -0.05330 -4.12176 0.50654  -0.057
87 C 2.16710 -4.11568 -0.70796  -0.303
88 N 1.87742 -2.79229 -0.95862  -0.242
89 H 5.12123 -5.07156 -2.22942  0.062
90 H 4.90626 -3.46168 -1.52747  0.055
91 H 4.01407 -3.93037 -2.96933  0.043
92 H 4.33345 -6.72134 -1.08046  0.088
93 H 2.68336 -7.87518 0.36763  0.074
94 H 0.65446 -6.60767 1.08803  0.094
95 H -0.72294 -4.81962 1.01585  0.076
96 H -0.57163 -3.69961 -0.35643  0.079
97 H 0.10975 -3.28340 1.18955  0.039

Highest occupied orbital energy (eV): -0.84
LUMO level (eV): 3.79
Spin multiplicity: 1
Gap between HOMO and LUMO (eV): 4.63
Charge: -2

***

[2]
C32H40BN4PRuS2Se2 as an isolated structure. Source: the Open Molecules 2025 dataset; level of theory: the ωB97M-V functional and the def2-TZVPD basis.

Each line ends with the Löwdin charge.
Positions of all 83 atoms, in Å:
1 Ru 0.14213 -0.40160 -0.18483  0.764
2 C 0.14521 -4.19891 -1.30140  -0.040
3 C -0.77922 -3.01067 -1.28420  -0.221
4 C -0.87411 -2.15596 -2.39125  -0.206
5 C -0.21592 -2.49599 -3.70218  -0.012
6 C -1.66804 -0.99404 -2.32830  -0.206
7 C -1.72296 -0.09145 -3.53373  -0.023
8 C -2.43353 -0.73088 -1.17948  -0.239
9 C -3.44953 0.37813 -1.13752  -0.040
10 C -2.34234 -1.59241 -0.06698  -0.266
11 C -3.16367 -1.29912 1.16099  -0.053
12 C -1.55144 -2.75408 -0.13679  -0.247
13 C -1.60827 -3.76721 0.97705  -0.047
14 H -0.36789 -5.10511 -1.63421  0.107
15 H 0.54994 -4.38813 -0.30929  0.088
16 H 0.99105 -4.02840 -1.96098  0.048
17 H 0.59032 -1.80492 -3.95236  0.068
18 H -0.94734 -2.42729 -4.50856  0.099
19 H 0.18186 -3.50590 -3.71179  0.079
20 H -2.45395 -0.45663 -4.26067  0.110
21 H -0.75726 -0.04875 -4.03540  0.076
22 H -1.99563 0.92708 -3.27418  0.053
23 H -3.16932 1.14372 -0.41346  0.044
24 H -4.41617 -0.02397 -0.83025  0.100
25 H -3.58682 0.84921 -2.10579  0.074
26 H -4.17947 -1.68921 1.04772  0.107
27 H -3.23723 -0.22744 1.33825  0.080
28 H -2.72875 -1.74556 2.05091  0.057
29 H -0.91099 -3.53881 1.78696  0.042
30 H -1.37297 -4.76307 0.61171  0.083
31 H -2.60649 -3.80574 1.40828  0.089
32 Se 0.25302 -1.06083 2.18115  0.446
33 P 1.52544 0.64460 3.05491  0.156
34 Se 3.11414 1.24330 1.85810  0.312
35 C 0.26431 1.89871 3.39972  -0.468
36 C 0.49804 3.21952 3.04055  -0.134
37 C -0.45696 4.18936 3.31945  -0.071
38 C -1.63958 3.83837 3.94944  -0.071
39 C -1.87352 2.51577 4.31436  -0.070
40 C -0.92347 1.54737 4.04439  -0.124
41 C 1.97723 -0.06961 4.65060  -0.425
42 C 1.74232 0.62784 5.83136  -0.076
43 C 2.17783 0.10103 7.03928  -0.066
44 C 2.84346 -1.11453 7.06826  -0.068
45 C 3.08445 -1.80771 5.88825  -0.068
46 C 2.65694 -1.28588 4.68015  -0.116
47 H 1.42428 3.47673 2.54204  0.071
48 H -0.27126 5.21935 3.04441  0.110
49 H -2.38128 4.59551 4.16921  0.108
50 H -2.79144 2.24521 4.81959  0.108
51 H -1.09864 0.51960 4.34076  0.094
52 H 1.22655 1.57927 5.81308  0.107
53 H 1.99707 0.64417 7.95724  0.110
54 H 3.18055 -1.52289 8.01185  0.109
55 H 3.61137 -2.75230 5.91076  0.109
56 H 2.86047 -1.81598 3.75711  0.096
57 C -2.66500 3.78476 -1.40690  -0.020
58 N -1.49898 3.27700 -2.11427  -0.115
59 C -1.16892 3.62369 -3.40825  -0.032
60 C 0.03528 3.06888 -3.65914  -0.047
61 N 0.44883 2.38429 -2.53639  0.006
62 B 1.92923 1.87934 -2.33118  -0.432
63 N 2.21519 0.53981 -3.10962  0.008
64 C 2.58961 0.51323 -4.43845  -0.047
65 C 3.09338 -0.70601 -4.72147  -0.032
66 N 3.02765 -1.43710 -3.55410  -0.130
67 C 3.51536 -2.79849 -3.40597  -0.017
68 C 2.48426 -0.66521 -2.58577  -0.670
69 S 2.27678 -1.21893 -0.95995  0.625
70 C -0.50149 2.51944 -1.60143  -0.650
71 S -0.50551 1.92291 0.02574  0.680
72 H -3.57571 3.47105 -1.91384  0.097
73 H -2.62261 4.87185 -1.37284  0.104
74 H -2.65773 3.39688 -0.39300  0.053
75 H -1.80934 4.24192 -4.01190  0.132
76 H 0.65229 3.13178 -4.53716  0.125
77 H 2.63504 2.71346 -2.83403  0.088
78 H 2.12511 1.70664 -1.16758  0.024
79 H 2.50578 1.38479 -5.06191  0.122
80 H 3.50328 -1.11536 -5.62750  0.131
81 H 3.20820 -3.38495 -4.26952  0.100
82 H 3.09614 -3.22556 -2.49987  0.046
83 H 4.60137 -2.80297 -3.32801  0.105

Highest occupied orbital energy (alpha / beta) (eV): -9.96 / -9.99
LUMO level (alpha / beta) (eV): -1.81 / -4.41
Spin multiplicity: 6
Gap between HOMO and LUMO (alpha / beta) (eV): 8.15 / 5.59
Charge: +1

***

no.,molar mass (g/mol)
1,947.86
2,845.61